Entry 1:
Below is C26H39BCuF5O6Si3 as an isolated structure, with properties calculated with wB97M-V/def2-TZVPD.

Summary:
* HOMO energy: -1.8 eV
* total charge: -2
* HOMO-LUMO gap: 5.70 eV
* spin multiplicity: 1
* E: -122423.14375 eV

Cartesian coordinates (Å):
Cu1 -1.17314 -1.22082 0.57641
C1 2.56679 0.45199 0.72838
O1 1.56204 -0.52174 0.61661
Si1 1.75108 -2.15978 0.36682
C2 3.12841 -2.71780 1.54359
C3 2.59329 -2.32134 -1.32270
C4 0.12037 -2.94103 0.56205
Si2 -0.25917 -3.47701 2.27649
C5 -2.05155 -3.99393 2.55766
C6 0.06968 -2.10138 3.53139
C7 0.75368 -4.95758 2.91676
Si3 -0.42479 -3.98726 -0.82640
C8 -2.18125 -4.66376 -0.63908
C9 -0.35450 -3.07232 -2.49186
C10 0.60699 -5.56575 -1.10727
H1 3.28032 0.21160 1.52667
H2 2.10053 1.40904 0.97034
H3 3.12771 0.56606 -0.20858
H4 4.03986 -2.13526 1.36612
H5 3.36881 -3.77306 1.37899
H6 2.84919 -2.59734 2.59428
H7 3.59367 -1.87683 -1.27576
H8 2.02528 -1.80062 -2.09842
H9 2.70633 -3.36414 -1.63082
H10 -2.73164 -3.27510 2.08784
H11 -2.26561 -4.01690 3.63198
H12 -2.26688 -4.98439 2.14569
H13 -0.38947 -1.16565 3.19622
H14 1.13906 -1.90343 3.65982
H15 -0.34581 -2.35769 4.51198
H16 0.55729 -5.85324 2.31484
H17 0.48973 -5.18382 3.95641
H18 1.82823 -4.75744 2.87497
H19 -2.79811 -3.98256 -0.05139
H20 -2.18656 -5.64137 -0.14381
H21 -2.65197 -4.78080 -1.62111
H22 -0.23587 -1.99846 -2.32308
H23 -1.27844 -3.21383 -3.06214
H24 0.48119 -3.41426 -3.11133
H25 0.57115 -6.22068 -0.22891
H26 1.65794 -5.32932 -1.30018
H27 0.22431 -6.12810 -1.96677
O2 -0.83124 0.61872 1.55365
O3 -1.96119 1.50370 2.10751
F1 -5.86101 -1.70349 -4.49646
C11 -5.20819 -1.66028 -3.30969
C12 -5.68612 -2.34323 -2.20728
F2 -6.82148 -3.06534 -2.32385
C13 -5.01863 -2.30094 -1.00187
F3 -5.53228 -3.00379 0.02878
C14 -3.81603 -1.57799 -0.79539
O4 -3.20001 -1.56783 0.32058
C15 -3.38211 -0.88528 -1.95650
F4 -2.26599 -0.13612 -1.87238
C16 -4.04587 -0.92589 -3.16327
F5 -3.56920 -0.23990 -4.22115
C17 0.43638 7.67322 -1.42893
C18 1.71659 6.94085 -0.99607
C19 2.38258 6.32864 -2.23747
C20 2.67441 7.97676 -0.40507
C21 1.37107 5.83150 -0.00061
C22 1.95938 5.73869 1.25155
C23 1.63347 4.70590 2.15223
C24 0.70351 3.77123 1.76719
O5 0.23409 2.71414 2.44444
B1 -0.76286 2.04945 1.56835
O6 -0.76377 2.84423 0.32770
C25 0.10469 3.84938 0.49920
C26 0.42341 4.85658 -0.37956
H28 0.68363 8.54583 -2.04315
H29 -0.12411 8.00978 -0.55416
H30 -0.21565 7.02253 -2.01412
H31 2.58460 7.10236 -2.98730
H32 1.74390 5.56809 -2.68989
H33 3.32803 5.85384 -1.96476
H34 2.86301 8.76053 -1.14408
H35 3.63334 7.52631 -0.14112
H36 2.25441 8.44425 0.48830
H37 2.69006 6.47214 1.56731
H38 2.10447 4.64372 3.12596
H39 -0.05745 4.87487 -1.35132

These are the natural (NBO) partial charges, in e, on atoms 1 to 5: Cu 0.89; C -0.22; O -0.91; Si 2.02; C -1.17

=====

Entry 2:
Below is C26H39BrN3O2PdS2Si as an isolated structure at a distorted geometry, with properties calculated with wB97M-V/def2-TZVPD.

Summary:
* HOMO energy: -4.9 eV
* total charge: -1
* ΔE to the lowest compared entry with this formula, charge and spin: 1.9 kcal/mol
* HOMO-LUMO gap: 7.13 eV
* spin multiplicity: 1
* E: -139234.45077 eV

Cartesian coordinates (Å):
Pd1 0.14408 -0.15719 -0.01413
S1 1.43145 -2.26468 0.05174
C1 0.49783 -2.76411 -1.33792
N1 -0.65748 -2.20065 -1.63906
C2 -1.09547 -2.54642 -2.86441
C3 -2.27377 -2.05269 -3.47054
C4 -2.65434 -2.70247 -4.63451
C5 -1.96795 -3.83108 -5.15968
C6 -0.75821 -4.24073 -4.57575
C7 -0.30591 -3.59520 -3.45771
S2 1.06284 -3.98071 -2.50321
H1 -2.85290 -1.23289 -3.01438
H2 -3.53030 -2.34888 -5.21025
H3 -2.35928 -4.37286 -6.00621
H4 -0.18753 -5.05283 -5.01162
O1 -4.50488 -3.24914 6.98071
C8 -3.44261 -2.37446 7.10850
N2 -2.62883 -2.34231 5.90310
C9 -2.67258 -3.38559 5.02721
O2 -3.09380 -4.49572 5.37301
C10 -2.27432 -3.09691 3.64497
C11 -2.76174 -3.96999 2.64571
C12 -2.80938 -3.49993 1.34855
C13 -2.28052 -2.22859 1.07334
N3 -1.71257 -1.47478 1.99560
C14 -1.67379 -1.88245 3.26461
H5 -4.16186 -4.04607 6.46180
H6 -2.80005 -2.63979 7.97571
H7 -3.79840 -1.31048 7.22630
H8 -2.12250 -1.47362 5.67765
H9 -3.12578 -4.96149 2.92176
H10 -3.25038 -4.06793 0.56055
H11 -2.23399 -1.78644 0.07889
H12 -1.11947 -1.24754 3.94763
C15 -0.73311 3.64377 0.32804
C16 0.77657 3.44106 0.26045
C17 1.19638 3.41903 1.72829
C18 1.36732 4.65568 -0.40302
Si1 1.24459 1.72742 -0.59208
Br1 -2.25212 0.91048 -0.41506
C19 1.16711 1.98888 -2.51852
C20 -0.15327 2.65841 -2.79693
C21 2.28036 2.86325 -3.08459
C22 1.17012 0.58411 -3.16414
C23 3.09929 1.44502 0.06532
C24 2.95247 0.82762 1.43945
C25 3.67996 0.41128 -0.87809
C26 4.04462 2.62031 0.08959
H13 -0.94701 4.62554 0.81088
H14 -1.19980 2.82460 0.89639
H15 -1.24552 3.62502 -0.64176
H16 0.72149 4.26133 2.25568
H17 2.28216 3.50153 1.89560
H18 0.88466 2.48577 2.22135
H19 1.03091 5.56062 0.16850
H20 1.02833 4.84242 -1.44928
H21 2.48377 4.65178 -0.41458
H22 -0.19873 3.71887 -2.46663
H23 -0.97052 2.10447 -2.28446
H24 -0.33115 2.60576 -3.88586
H25 2.25628 3.92495 -2.74974
H26 2.15649 2.85568 -4.19090
H27 3.28016 2.44545 -2.88555
H28 0.16285 0.14392 -3.18969
H29 1.79618 -0.14817 -2.65188
H30 1.53916 0.64756 -4.20273
H31 2.16466 0.05032 1.43061
H32 2.73953 1.53977 2.25064
H33 3.91140 0.30150 1.69586
H34 3.02539 -0.47331 -0.93711
H35 4.68218 0.03299 -0.50063
H36 3.84685 0.83212 -1.89830
H37 3.78787 3.38309 0.85855
H38 4.17266 3.09656 -0.90825
H39 5.07382 2.24018 0.34667

These are the Löwdin partial charges, in e, on atoms 1 to 5: Pd 0.27; S 0.51; C -1.07; N -0.04; C -0.33

=====

Entry 3:
Below is C26H39CaO20 as an isolated structure at a distorted geometry, with properties calculated with wB97M-V/def2-TZVPD.

Summary:
* HOMO energy: -10.1 eV
* total charge: +1
* ΔE to the lowest compared entry with this formula, charge and spin: 0.0 kcal/mol
* HOMO-LUMO gap: 8.42 eV
* spin multiplicity: 1
* E: -86985.53083 eV

Cartesian coordinates (Å):
Ca1 -1.14630 0.13766 -0.54459
C1 -3.33568 0.74490 -4.20314
C2 -2.47226 0.44239 -2.98220
O1 -2.62481 -0.61342 -2.31559
O2 -1.64340 1.29053 -2.55145
H1 -3.59308 -0.15908 -4.75146
H2 -2.75142 1.35040 -4.89589
H3 -4.21736 1.27916 -3.85729
C3 5.84352 0.26608 -0.51091
C4 4.73880 -0.40397 0.27492
C5 4.37734 0.28443 1.61620
O3 3.07868 0.80584 1.45244
C6 2.56444 0.40811 0.25231
O4 1.43939 0.64257 -0.04354
O5 3.49568 -0.23849 -0.44802
H4 5.59755 1.30136 -0.73921
H5 6.00076 -0.27635 -1.44275
H6 6.76247 0.20622 0.07354
H7 4.96831 -1.43944 0.52212
H8 5.09467 1.08541 1.80466
H9 4.35922 -0.44998 2.42044
C7 4.37133 -2.42343 -3.42042
C8 2.95856 -2.94322 -3.26625
C9 2.75568 -3.86219 -2.06937
O6 1.72626 -3.22479 -1.31045
C10 1.28101 -2.13869 -1.95765
O7 0.35906 -1.47879 -1.60736
O8 2.01979 -1.88484 -3.04544
H10 4.38997 -1.69232 -4.23011
H11 5.03862 -3.24736 -3.66531
H12 4.69820 -1.88608 -2.52934
H13 2.65602 -3.47137 -4.17188
H14 3.67732 -3.90948 -1.48801
H15 2.40424 -4.86398 -2.30408
C11 -7.03801 2.56907 -1.55277
C12 -6.27950 2.60119 -0.25141
C13 -6.54041 1.42308 0.70513
O9 -5.31100 0.71456 0.74713
C14 -4.34512 1.46137 0.17985
O10 -3.19996 1.17296 0.21305
O11 -4.87684 2.49609 -0.46997
H16 -6.91727 3.48137 -2.13157
H17 -8.11176 2.46008 -1.37754
H18 -6.76425 1.66975 -2.11239
H19 -6.56501 3.55519 0.20052
H20 -7.29094 0.72314 0.33528
H21 -6.83289 1.76106 1.69918
C15 2.48398 5.42345 2.08036
C16 1.52936 5.10403 0.96955
C17 2.14320 4.28125 -0.18278
O12 1.05141 3.49883 -0.60367
C18 0.11551 3.46373 0.37737
O13 -0.85923 2.78402 0.30840
O14 0.43634 4.27717 1.37531
H22 2.07577 6.03886 2.88748
H23 3.31732 6.05462 1.76133
H24 2.89059 4.52967 2.55800
H25 1.14481 6.02725 0.52900
H26 2.96418 3.64656 0.16969
H27 2.51582 4.96807 -0.94056
C19 2.17809 -0.27485 5.14298
C20 0.88469 0.42547 4.76289
C21 0.95844 1.88303 4.23950
O15 0.25740 1.81245 2.99635
C22 -0.11684 0.56679 2.73288
O16 -0.73681 0.21641 1.78053
O17 0.32311 -0.27965 3.67227
H28 2.79206 -0.29872 4.24046
H29 2.00274 -1.29698 5.47161
H30 2.74068 0.21702 5.93678
H31 0.19959 0.46147 5.61647
H32 2.00680 2.14609 4.08826
H33 0.43968 2.58267 4.88489
C23 -2.70719 -5.63722 -1.96408
C24 -2.92445 -5.11083 -0.55989
C25 -1.72016 -5.39918 0.39658
O18 -1.35749 -4.08870 0.82016
C26 -2.09595 -3.15540 0.24677
O19 -1.96308 -1.97512 0.35771
O20 -3.03560 -3.70460 -0.53247
H34 -1.86009 -5.22201 -2.50712
H35 -3.62259 -5.52198 -2.54307
H36 -2.52530 -6.71209 -1.86496
H37 -3.80680 -5.59175 -0.13641
H38 -0.89042 -5.90448 -0.09315
H39 -2.02917 -5.96202 1.27514

These are the Löwdin partial charges, in e, on atoms 1 to 5: Ca 1.51; C 0.00; C -0.73; O -0.13; O -0.15